Record 1
Below is a gas-phase ion, C6H14NO (charge -1) in a non-equilibrium geometry, with properties calculated with the ωB97M-V functional and the def2-TZVPD basis.

## Properties
F_max, eV/A: 3.998
SMILES: CN(C)CCCC[O-]
Charge: -1

Last column: Löwdin charge in e.
Atoms and positions in Å:
O (3.40, -0.27, 0.39)  -0.3426
N (-1.65, 0.54, 0.17)  -0.2482
C (1.63, -1.00, -1.14)  -0.2330
C (2.51, -1.21, 0.21)  -0.5768
C (-0.67, -0.38, -0.50)  -0.1961
C (0.70, 0.24, -1.08)  -0.2076
C (-2.12, -0.03, 1.49)  -0.0834
C (-1.32, 1.96, 0.32)  -0.1251
H (-1.38, -0.72, 1.82)  0.0611
H (-2.11, 2.53, -0.19)  0.0712
H (1.12, 0.99, -0.40)  0.0860
H (2.93, -2.26, 0.03)  0.0744
H (-0.40, 2.17, -0.18)  0.0467
H (2.33, -1.07, -1.98)  0.0802
H (-3.12, -0.47, 1.27)  0.0689
H (1.71, -1.19, 1.03)  0.0713
H (-2.49, 0.84, 2.03)  0.0564
H (-1.10, -0.77, -1.43)  0.0981
H (0.52, 0.72, -2.06)  0.0929
H (0.95, -1.83, -1.33)  0.0654
H (-1.18, 2.33, 1.33)  0.0626
H (-0.28, -1.11, 0.21)  0.0774

Record 2
Below is 2 unconnected molecules or ions with the total composition C6H14NO in a non-equilibrium geometry, with properties calculated with the ωB97M-V functional and the def2-TZVPD basis.

## Properties
F_max, eV/A: 3.753
Charge: +1

Last column: Löwdin charge in e.
Atoms and positions in Å:
O (3.53, -0.26, -0.48)  0.0432
N (1.91, 1.38, 0.15)  0.0921
C (-2.12, 0.16, -1.21)  0.0203
C (-0.92, -1.33, 0.63)  -0.0198
C (2.53, -1.09, 0.18)  -0.0414
C (-1.34, -0.05, 0.05)  -0.2638
C (-0.74, 1.10, 0.62)  -0.0609
C (2.28, 0.15, -0.56)  -0.4491
H (-0.50, -1.99, -0.13)  0.1095
H (-2.34, 1.15, -1.43)  0.0731
H (-1.92, -1.75, 0.83)  0.1259
H (2.03, 2.23, -0.30)  0.0892
H (2.31, 1.51, 1.09)  0.1431
H (2.58, -0.89, 1.21)  0.0958
H (-0.28, -1.16, 1.59)  0.1370
H (2.25, -2.13, -0.21)  0.1486
H (-3.02, -0.38, -1.24)  0.0972
H (-0.50, 0.90, 1.75)  0.1427
H (1.72, 0.03, -1.52)  0.1698
H (-1.35, -0.15, -1.90)  0.1139
H (-1.40, 2.02, 0.47)  0.1335
H (0.37, 1.36, 0.21)  0.1000

Record 3
Below is a gas-phase ion, C6H14NO (charge +1) in a non-equilibrium geometry, with properties calculated with the ωB97M-V functional and the def2-TZVPD basis.

## Properties
F_max, eV/A: 3.949
SMILES: C=C(C)C[C@H]([NH3+])CO
Charge: +1

Last column: Löwdin charge in e.
Atoms and positions in Å:
O (-2.53, 0.04, 1.76)  -0.0632
N (-0.44, -1.16, 0.72)  0.1963
C (2.47, 0.64, -0.26)  -0.0168
C (-0.64, 0.24, 0.49)  -0.3546
C (1.32, 0.08, -1.09)  -0.3091
C (-2.06, 0.65, 0.56)  -0.2183
C (-0.03, 0.76, -0.83)  -0.0984
C (1.12, -1.15, -1.45)  -0.0200
H (0.14, -1.57, -0.12)  0.1286
H (0.21, 1.81, -0.88)  0.1338
H (-2.07, 1.81, 0.60)  0.1813
H (0.11, -1.36, 1.60)  0.2083
H (-3.17, 0.60, 2.27)  0.1352
H (-2.63, 0.28, -0.31)  0.1425
H (1.81, -1.99, -1.45)  0.1002
H (3.11, 1.44, -0.77)  0.1274
H (-0.69, 0.41, -1.60)  0.1163
H (2.11, 1.00, 0.67)  0.0606
H (-0.12, 0.82, 1.23)  0.1556
H (3.10, -0.26, -0.06)  0.0940
H (0.18, -1.33, -1.97)  0.0998
H (-1.29, -1.77, 0.90)  0.2005

These records have energy above the lowest of the compared OMol25 structures with the same formula, charge and spin values of 218.3, 391.8, 186.6 kJ/mol, in the order they appear.
These records have gap between HOMO and LUMO values of 6.0, 8.9, 10.9 eV, in the order they appear.
These records have E_HOMO values of -2.3, -13.9, -14.2 eV, in the order they appear.